Entry 1:
Molecular formula: C2H3ClOS
Method: DFT, the ωB97M-V functional and the def2-TZVPD basis

The geometry in XYZ format:
```
8
Properties=species:S:1:pos:R:3:forces:R:3:lowdin_charge:R:1
C 0.326 -0.280 -0.162 1.568 1.255 -0.534 -0.67
C -1.021 -0.352 0.429 -0.368 -0.318 0.379 -0.08
O 1.072 -1.116 -0.536 -0.504 -0.222 0.159 0.04
S 0.940 1.593 -0.341 -5.596 0.397 2.085 0.39
Cl 2.771 1.279 -1.068 4.980 -1.101 -1.929 0.07
H -1.136 -1.303 0.947 -0.043 -0.095 -0.031 0.09
H -1.198 0.478 1.106 0.030 0.033 -0.034 0.07
H -1.753 -0.299 -0.375 -0.067 0.052 -0.095 0.10
```
Forces are in eV/Å.

Output
ΔE to the lowest compared entry with this formula, charge and spin: 0.0 kJ/mol
largest force on an atom: 0.11639 Eh/bohr
expectation value of S²: 2.0084
2S+1: 3
electronic energy: -1011.49472 Eh

---

Entry 2:
Molecular formula: C31H26F6N7O7S2Se2Tl
Method: DFT, the ωB97M-V functional and the def2-TZVPD basis

The geometry in XYZ format:
```
82
Properties=species:S:1:pos:R:3:forces:R:3:lowdin_charge:R:1
Tl 0.681 0.120 0.326 0.024 0.019 -0.029 0.95
C 4.723 -2.735 -1.236 -0.012 0.005 0.005 -0.11
O 5.180 -2.600 0.103 -0.034 -0.043 -0.016 -0.12
C 4.301 -3.160 1.017 0.012 0.092 -0.007 -0.24
C 4.652 -4.346 1.607 -0.002 -0.040 0.026 -0.05
C 3.838 -4.937 2.583 -0.015 0.031 -0.015 -0.14
C 2.675 -4.284 2.932 0.038 -0.032 0.012 -0.10
C 2.275 -3.074 2.346 -0.001 0.061 -0.045 -0.16
C 1.037 -2.512 2.867 0.076 -0.070 0.005 -0.13
N 0.408 -1.467 2.485 -0.035 0.070 -0.004 -0.05
N -0.737 -1.232 3.244 -0.004 -0.060 0.001 0.03
C -1.297 -0.080 2.964 -0.104 0.068 -0.083 -0.52
O -0.929 0.810 2.139 0.039 -0.028 0.011 -0.24
C -2.563 0.205 3.736 0.021 0.030 0.040 -0.13
C -2.944 -0.540 4.850 0.003 0.013 -0.005 -0.05
C -4.105 -0.227 5.541 0.001 0.001 0.000 -0.11
C -4.907 0.830 5.123 0.001 -0.003 0.000 -0.13
C -4.537 1.569 4.008 0.003 -0.005 -0.010 -0.10
C -3.369 1.261 3.323 -0.003 -0.002 0.013 -0.03
C 3.084 -2.449 1.333 0.009 -0.149 0.065 -0.34
O 2.792 -1.368 0.738 0.019 0.030 -0.001 -0.21
H 5.386 -2.149 -1.872 0.000 0.004 0.014 0.09
H 4.763 -3.787 -1.549 0.021 -0.008 0.008 0.08
H 3.706 -2.362 -1.351 0.003 0.030 -0.002 0.05
H 5.586 -4.808 1.302 0.001 0.009 -0.004 0.10
H 4.119 -5.872 3.052 0.001 -0.001 0.002 0.07
H 2.032 -4.709 3.698 -0.005 0.003 -0.007 0.09
H 0.599 -3.064 3.707 0.006 0.010 -0.004 0.11
H -2.310 -1.362 5.155 -0.004 -0.005 0.004 0.10
H -4.388 -0.809 6.411 -0.003 -0.003 -0.003 0.09
H -5.817 1.070 5.661 -0.001 0.000 0.000 0.08
H -5.163 2.384 3.664 -0.001 -0.004 0.000 0.09
H -3.060 1.818 2.448 0.000 0.003 0.005 0.10
Se 1.659 -0.973 -5.206 0.031 -0.016 0.016 0.62
Se 2.189 -3.040 -4.356 -0.008 0.002 0.018 0.59
C 1.026 -3.046 -2.802 0.004 0.076 -0.008 -0.67
C 1.403 -3.832 -1.720 0.032 -0.011 -0.042 -0.12
C 0.605 -3.797 -0.590 0.018 -0.036 0.034 -0.06
C -0.519 -2.985 -0.589 -0.035 0.057 -0.018 -0.08
C -0.796 -2.237 -1.725 -0.050 -0.014 -0.049 -0.16
N -0.038 -2.273 -2.825 0.003 -0.086 0.094 0.04
C 2.403 0.162 -3.825 0.033 0.039 -0.090 -0.65
C 2.181 1.530 -3.953 0.012 0.038 0.040 -0.12
C 2.678 2.351 -2.958 0.011 -0.056 -0.014 -0.09
C 3.340 1.783 -1.875 -0.017 0.014 -0.043 -0.07
C 3.495 0.407 -1.847 0.029 0.113 0.046 -0.17
N 3.049 -0.387 -2.822 -0.069 -0.110 0.032 0.04
H 2.318 -4.409 -1.743 -0.015 -0.010 0.008 0.09
H 0.887 -4.356 0.294 0.002 -0.006 -0.008 0.11
H -1.144 -2.893 0.290 -0.004 0.004 -0.007 0.11
H -1.642 -1.561 -1.754 -0.005 -0.011 0.001 0.09
H 1.603 1.926 -4.778 0.005 0.004 0.003 0.09
H 2.520 3.421 -3.008 -0.008 0.003 -0.006 0.11
H 3.685 2.388 -1.048 0.003 0.001 0.002 0.11
H 3.954 -0.086 -0.995 -0.014 -0.030 -0.032 0.09
F -5.528 2.950 -1.297 0.042 -0.017 0.029 0.12
C -4.531 2.210 -0.790 0.002 0.037 0.019 -0.67
F -5.029 1.485 0.217 0.010 0.035 -0.006 0.12
F -3.615 3.047 -0.286 -0.052 -0.034 -0.020 0.11
S -3.807 1.086 -2.059 -0.025 0.025 -0.054 0.57
O -2.742 0.418 -1.376 -0.060 -0.057 0.004 -0.29
O -4.950 0.336 -2.497 0.039 -0.027 -0.012 -0.29
N -3.384 2.131 -3.156 0.054 0.096 0.078 -0.29
S -1.940 2.450 -3.684 -0.095 -0.065 -0.120 0.55
O -0.849 1.748 -3.081 0.012 0.030 0.061 -0.29
O -1.807 3.858 -3.946 -0.002 -0.008 0.063 -0.30
C -2.043 1.709 -5.369 0.020 -0.016 -0.010 -0.67
F -0.870 1.885 -6.005 -0.029 -0.002 -0.020 0.10
F -2.288 0.402 -5.306 -0.002 0.025 -0.016 0.13
F -2.997 2.281 -6.115 0.036 -0.016 0.020 0.12
C -0.012 3.703 2.863 0.000 0.012 -0.009 -0.02
C -0.117 3.861 1.386 0.204 -0.231 0.011 -0.42
N 0.710 3.354 0.498 -0.242 0.390 -0.010 0.08
C 0.197 3.733 -0.731 0.180 -0.211 0.051 -0.16
C -0.936 4.462 -0.577 -0.037 -0.034 -0.151 -0.11
N -1.121 4.549 0.783 -0.051 0.007 0.120 0.09
H 0.194 2.658 3.085 -0.001 0.009 0.006 0.06
H -0.951 3.968 3.353 0.004 0.001 -0.004 0.07
H 0.784 4.330 3.271 0.000 -0.004 -0.004 0.07
H 0.631 3.391 -1.653 0.005 0.016 -0.003 0.07
H -1.637 4.846 -1.297 0.008 0.044 0.006 0.10
H -1.929 4.919 1.247 -0.027 0.005 0.017 0.14
```
Forces are in eV/Å.

Output
ΔE to the lowest compared entry with this formula, charge and spin: 88.1 kJ/mol
total charge: -2
largest force on an atom: 0.00894 Eh/bohr
electronic energy: -8477.93206 Eh

---

Entry 3:
Molecular formula: C2H8N3
Method: DFT, the ωB97M-V functional and the def2-TZVPD basis

The geometry in XYZ format:
```
13
Properties=species:S:1:pos:R:3:forces:R:3:lowdin_charge:R:1
C -0.143 -0.366 0.019 0.822 -2.636 -0.168 -0.07
C 2.235 0.043 -0.064 2.786 1.630 1.460 -0.08
N -1.473 -0.454 -0.104 -1.356 -1.873 1.152 -0.03
N 0.873 0.524 0.041 -2.313 -1.018 0.259 -0.02
N -2.629 0.354 -0.133 0.510 1.666 -0.427 0.05
H 0.260 -1.475 0.014 -0.717 2.425 -0.085 0.20
H 2.969 1.021 -0.090 -1.911 -2.668 0.015 0.16
H 2.572 -0.629 0.797 -0.642 1.073 -0.956 0.12
H 2.335 -0.506 -0.968 0.336 -0.315 -0.828 0.07
H -1.904 -1.445 -0.023 1.909 2.023 -0.412 0.21
H 0.785 1.492 0.253 -0.616 0.630 -0.012 0.14
H -3.409 0.069 0.488 1.310 0.222 -0.285 0.13
H -2.471 1.372 -0.230 -0.116 -1.159 0.286 0.12
```
Forces are in eV/Å.

Output
ΔE to the lowest compared entry with this formula, charge and spin: 331.4 kJ/mol
total charge: +1
largest force on an atom: 0.06889 Eh/bohr
electronic energy: -244.94138 Eh
SMILES string: C/[NH+]=C/NN